Entry from the OMol25 dataset: 2 unconnected molecules or ions with the total composition C11H21N2 (ωB97M-V/def2-TZVPD).

Structure (XYZ):
```
34
Properties=species:S:1:pos:R:3:forces:R:3:lowdin_charge:R:1
C 1.01081 -0.52944 2.83352 0.7697 -2.7389 -0.2173 -0.024
C 0.34878 -0.98529 1.76127 -0.1519 -2.2589 -1.0523 -0.027
C -0.10855 1.20233 1.99407 1.9007 1.5862 -3.0221 -0.327
C -1.18375 2.09687 2.37211 -0.1611 1.7299 1.4689 -0.014
C -1.69058 -1.53219 -0.25730 0.6117 1.9985 3.9557 0.013
C 1.04493 -1.85191 -2.24705 -1.8225 0.5715 -2.0650 0.016
C 0.85504 0.49398 -3.01272 -0.0090 0.2656 0.1964 -0.082
C -0.11477 -1.35822 -4.42492 -0.7963 0.0214 -3.2931 -0.100
C 1.04856 1.38685 4.20983 -1.8391 0.3291 4.0546 -0.044
C -1.47659 -0.17403 0.46339 -0.0911 -0.9787 -0.7338 0.025
C 0.60837 -0.97643 -3.24589 2.1515 -1.6803 4.2002 -0.435
N 0.72373 0.73115 3.03513 0.6781 0.3585 0.2926 -0.134
N -0.53162 -0.01139 1.32176 -0.1464 -0.6866 -0.5851 -0.026
H 1.64082 -1.19003 3.47145 -0.4085 1.1069 -0.4858 0.175
H 0.28472 -1.95799 1.28763 0.3401 0.2003 0.5158 0.126
H -1.91524 1.51919 2.97644 0.4483 0.8839 0.2146 0.126
H -0.60259 2.95884 2.86105 -1.6041 -1.0670 -0.0919 0.135
H -1.71805 2.54210 1.54777 0.0225 0.0010 -0.4363 0.087
H -0.81070 -2.02704 -0.46987 2.3023 -0.4912 -0.6000 0.015
H -2.16138 -1.37870 -1.13681 -2.0797 0.2638 -2.5372 0.052
H -2.12738 -2.21792 0.45425 -1.0255 -0.0950 0.0492 0.107
H 1.66398 -1.56855 -1.43969 0.6144 1.0156 0.6580 0.027
H 0.71910 -2.89171 -2.05513 0.1583 0.3970 -1.1838 0.066
H 0.63143 1.70583 1.23485 -1.3608 -0.6194 0.9279 0.221
H 1.62804 0.70238 -2.29579 0.2885 -0.5106 0.9076 0.059
H -0.08610 0.89803 -2.56102 0.6447 0.2511 -0.9016 0.090
H 1.29920 1.05677 -3.84371 -1.0856 -0.0922 -0.4129 0.085
H -0.20876 -2.48246 -4.65113 0.5182 1.9207 0.1613 0.119
H 0.26291 -0.65679 -5.28779 0.0916 -2.0125 0.9851 0.127
H -1.10977 -0.92892 -4.49779 -0.6834 -0.1459 0.7389 0.071
H 1.41408 0.64286 4.91045 0.3631 -0.2494 -0.0602 0.101
H 1.74428 2.19965 4.32085 0.2462 0.5855 -1.0601 0.101
H 0.08363 1.63797 4.74574 0.9691 0.3957 -0.5137 0.123
H -2.12189 0.68471 0.28002 0.1462 -0.2556 -0.0747 0.144
```
Positions in Å, forces in eV/Å.

Properties
* gap between HOMO and LUMO: 0.276 Ha
* total charge: +1
* total energy: -540.876812 hartree

***

Entry from the OMol25 dataset: a single C11H21N3O3 molecule (ωB97M-V/def2-TZVPD).

Structure (XYZ):
```
38
Properties=species:S:1:pos:R:3:forces:R:3:lowdin_charge:R:1
C -2.38709 -0.39386 1.66279 -0.8850 -0.2461 3.1614 -0.232
C -1.09930 0.14575 1.13133 -0.1628 0.5036 -0.0298 -0.449
C -3.00036 0.24699 3.01491 -0.4529 -1.2021 -1.4777 -0.087
C -3.35879 -0.99467 3.90203 -2.4151 1.4606 -0.8223 -0.180
C -3.35268 -2.16866 2.95484 1.0930 0.2967 -1.0227 -0.216
C 0.68577 -0.44841 -0.46564 -0.2909 -0.1671 1.0218 -0.221
C 1.64034 -0.47845 0.73642 0.6410 1.6518 -0.4117 -0.466
C 0.71966 0.86419 -1.17491 1.6556 1.3386 1.9368 -0.134
C 2.11729 1.28314 -1.77893 -2.8626 -1.6593 -0.3369 -0.167
C 2.22116 0.48468 -3.06629 2.1433 0.2706 -0.3140 -0.209
C 3.26675 1.11837 -4.04254 -0.8469 -0.1460 1.4975 -0.301
H -1.41465 -2.22129 2.38985 -0.9723 1.5566 -1.1259 0.137
H -3.17159 -0.20028 0.95656 -0.2846 -0.3171 -0.8687 0.137
H -2.30767 0.86523 3.49132 1.2863 0.9331 0.7476 0.072
H -3.82147 0.90518 2.70978 -0.1401 -0.3763 0.3035 0.107
H -2.66704 -1.02514 4.71190 0.6162 -0.5269 0.5086 0.091
H -4.39653 -0.97860 4.33111 0.9183 0.5287 -0.0806 0.117
H -4.29448 -2.29199 2.38090 0.2941 -0.0259 0.7511 0.120
H -3.05864 -3.05302 3.52330 -0.3139 -0.3366 -0.5422 0.111
H -1.18741 -1.47199 -0.05535 0.1627 -0.1300 0.0488 0.138
H 0.98547 -1.26012 -1.09850 -0.2937 -0.8447 -0.3131 0.150
H 0.43231 1.47646 -0.28828 0.1403 0.5899 -1.3234 0.117
H -0.01059 0.89433 -1.95998 -0.5087 0.0654 -0.2116 0.114
H 2.95757 1.13013 -1.13139 0.2169 -0.0534 0.3028 0.100
H 1.99601 2.30127 -1.99503 0.1449 1.6850 -0.3033 0.088
H 1.28141 0.28316 -3.58020 -0.0683 0.3240 0.0161 0.111
H 2.63987 -0.48491 -2.77168 -0.1013 -0.1503 -0.2671 0.107
H 3.53466 0.30343 -4.68207 0.3424 -0.1252 -0.9508 0.091
H 4.15830 1.38034 -3.45384 -0.0265 -0.0880 0.0345 0.106
H 3.45304 2.62699 -5.47026 -1.2886 -0.7834 1.2343 0.094
H 2.31927 3.02684 -4.34216 0.0508 -0.1475 0.7815 0.050
H 2.06284 -1.61909 2.21083 -0.7636 0.2286 -0.8769 0.156
N -2.29895 -1.83726 1.94236 0.6035 -1.9143 0.7616 -0.047
N -0.64890 -0.64014 0.12446 0.5155 -0.1237 -0.7790 0.116
N 2.73471 2.23290 -4.79440 1.2300 0.5014 -2.4898 -0.025
O -0.57749 1.18018 1.52466 -0.0082 -0.6775 0.0073 0.086
O 2.44485 0.39859 0.98388 -0.6568 -1.7112 0.2586 0.116
O 1.40235 -1.58030 1.46821 1.2878 -0.1818 1.1736 0.102
```
Positions in Å, forces in eV/Å.

Properties
* gap between HOMO and LUMO: 0.349 Ha
* SMILES string: NCCCC[C@H](NC(=O)[C@@H]1CCCN1)C(=O)O
* total energy: -821.717354 hartree

***

Entry from the OMol25 dataset: a single C11H21N3O4 molecule (ωB97M-V/def2-TZVPD).

Structure (XYZ):
```
39
Properties=species:S:1:pos:R:3:forces:R:3:lowdin_charge:R:1
C 1.61656 -1.71628 0.73634 0.9142 0.3957 0.2895 -0.312
C 0.21428 -1.24906 1.09131 0.8816 -0.3625 -0.5709 -0.476
C 2.65345 -0.52533 0.65342 -1.1624 -0.1344 0.4624 -0.106
C 2.28013 0.71175 -0.23760 -0.2896 -1.5089 0.4993 -0.424
C 2.09393 0.35954 -1.73675 -1.1509 -0.7399 0.6443 -0.073
C 3.36123 1.74104 -0.11089 0.0126 1.5780 1.0653 -0.109
C -2.10873 -1.14749 0.36119 0.3659 -0.9782 -0.0632 -0.225
C -2.87790 -2.33031 -0.23169 -0.8512 0.8532 0.2968 -0.448
C -2.66737 0.16438 -0.17214 -0.9055 -0.4555 -0.5988 -0.142
C -1.89775 1.30951 0.38628 1.0607 0.9658 0.8495 -0.134
C -2.50656 2.65164 0.05993 -2.1608 0.0601 -0.7686 -0.507
H 1.34601 -3.49907 -0.25187 0.1832 0.8686 -0.1784 0.102
H 2.57105 -2.61038 -0.90480 -1.0370 0.3155 0.6464 0.099
H 1.90278 -2.30997 1.62202 0.0439 0.2286 -0.1823 0.144
H 3.54620 -0.99699 0.26446 0.5427 0.0473 -0.0909 0.102
H 2.86101 -0.22227 1.71578 -0.1976 -0.0337 -1.0602 0.131
H 1.35009 1.13623 0.20646 0.3928 -0.2404 -0.5254 0.122
H 3.02639 0.01155 -2.17867 0.2096 0.2366 -0.0211 0.075
H 1.73248 1.26232 -2.23383 0.1473 -0.1648 -0.2676 0.074
H 1.36158 -0.47883 -1.91101 0.5669 0.9722 0.2983 0.070
H 4.35634 1.40720 -0.37779 0.1998 -0.4174 0.0642 0.078
H 3.15365 2.57425 -0.77959 -0.0746 0.1762 -0.1093 0.073
H 3.38452 2.19159 0.92153 0.1482 -0.5632 -0.8673 0.098
H -0.42037 -1.91931 -0.75051 -0.1975 0.6904 1.0275 0.142
H -2.15150 -1.13976 1.44365 -0.5494 -0.1067 0.3503 0.152
H -3.75267 0.25368 0.02955 0.6498 -0.1126 0.2459 0.135
H -2.61852 0.15329 -1.26420 0.1816 0.1016 -0.0620 0.140
H -0.87960 1.32416 -0.04325 -0.2218 -0.1360 0.4717 0.115
H -1.81761 1.22388 1.50621 0.1387 0.0498 -0.9280 0.151
H -1.19863 3.69750 1.21754 -0.7139 0.1939 -2.0420 0.134
H -2.22165 4.66366 0.25300 -0.1347 -0.2640 -0.1431 0.095
H -4.68107 -3.03573 -0.17972 0.6244 0.6773 0.2786 0.144
N 1.63009 -2.52537 -0.46389 0.6990 -1.4550 -0.9167 0.018
N -0.70473 -1.39435 0.10343 0.1556 0.0797 -0.5915 0.120
N -1.71828 3.78314 0.28508 0.5759 -0.7096 2.2300 0.120
O 0.04592 -0.82210 2.21829 -0.8928 0.4164 0.0579 0.061
O -2.45259 -3.08734 -1.06054 -0.2665 -0.0634 0.3572 0.124
O -3.64685 2.68978 -0.41994 1.8314 0.5833 0.5203 0.041
O -4.16531 -2.30016 0.23319 0.2804 -1.0442 -0.6680 0.097
```
Positions in Å, forces in eV/Å.

Properties
* gap between HOMO and LUMO: 0.372 Ha
* SMILES string: CC(C)C[C@H](N)C(=O)N[C@@H](CCC(N)=O)C(=O)O
* total energy: -897.038768 hartree

***

Entry from the OMol25 dataset: 2 unconnected molecules or ions with the total composition C11H21N3O5S (ωB97M-V/def2-TZVPD).

Structure (XYZ):
```
41
Properties=species:S:1:pos:R:3:forces:R:3:lowdin_charge:R:1
O -0.13965 -2.16569 0.08966 -0.1414 -0.0027 -0.4389 0.051
O 1.01946 -1.88826 -3.18676 -0.0789 1.7499 0.9599 0.112
O -0.68798 1.02962 2.88197 0.4484 -0.1919 0.0481 0.066
O 1.53045 -0.05809 -1.96588 -0.5389 -0.2380 -0.6660 0.037
O -0.77587 -0.44474 -5.13837 0.4030 0.0392 0.3347 -0.019
S 3.45874 1.34081 0.36154 0.1795 0.2847 -0.0513 0.762
C 0.36457 -1.62943 1.06272 -0.6703 -1.4301 0.0856 -0.523
C 0.66094 -0.85467 -2.64209 -0.9157 -1.8457 -1.1918 -0.425
C 0.47159 0.73644 3.14871 -1.3020 0.2887 -0.7702 -0.495
N 0.92750 0.73156 4.40912 0.8634 -0.1285 0.7684 0.019
N -1.20252 0.94466 -2.43724 0.5838 -0.2494 0.6364 -0.004
N 0.91356 -0.41980 0.95829 0.6661 1.7229 0.9191 0.113
C 0.37016 -2.36049 2.39119 0.1564 0.2523 -0.2522 0.020
C 0.09345 1.02199 5.57513 -0.1670 0.0782 -0.4513 -0.054
C -2.35387 1.31018 -3.27384 0.1897 -0.0128 -0.1367 -0.202
C -0.84365 -0.48738 -2.65835 0.2281 1.2230 0.0043 -0.178
C -2.79670 0.00486 -3.92731 -0.4815 -0.0169 0.2415 -0.133
C -1.53235 -0.83876 -3.98430 -0.3349 -0.2636 -0.8534 -0.321
C 2.05437 1.69421 1.45055 -0.2562 -0.4481 -0.0032 -0.488
C 1.48379 0.39581 2.03782 -0.1566 -0.4098 -0.0778 -0.311
H 2.38224 -0.48559 -2.14884 0.1450 -0.0539 0.1486 0.126
H -1.21399 -0.73517 -5.95394 0.0456 0.0058 0.6133 0.102
H 2.72443 1.00208 -0.70895 0.1575 0.2082 0.2066 -0.167
H 1.89657 0.50544 4.56861 -0.1181 -0.0560 -0.0281 0.135
H -1.36594 1.14327 -1.44937 0.0442 -0.1997 -0.4878 0.111
H 0.90153 -0.02204 0.02931 -0.0573 -0.0460 0.0689 0.102
H 0.09351 -3.39905 2.21532 0.0047 0.1712 -0.0790 0.088
H -0.36291 -1.90497 3.05365 0.0467 0.0612 0.1855 0.084
H 1.36258 -2.32726 2.83288 0.0562 0.0470 0.2821 0.079
H -0.36089 2.00965 5.47016 0.0056 -0.1057 0.0394 0.088
H -0.70640 0.28240 5.64811 0.0172 0.0863 0.0334 0.087
H 0.69001 0.99664 6.48818 0.0582 -0.0396 -0.2437 0.085
H -3.16283 1.75910 -2.68782 0.1954 -0.0017 -0.0458 0.112
H -2.03811 2.02750 -4.03921 -0.0659 -0.0190 0.1066 0.107
H -1.30832 -1.08935 -1.87244 0.2635 -0.3257 -0.0735 0.145
H -3.23386 0.17045 -4.91629 0.0581 -0.1748 0.1011 0.117
H -3.54116 -0.49003 -3.29618 -0.0035 -0.0213 -0.0520 0.118
H -1.75558 -1.91012 -4.03535 0.1409 0.1145 0.0718 0.151
H 1.27679 2.22628 0.89808 0.0591 0.0067 0.1101 0.094
H 2.39917 2.33610 2.26261 0.0701 -0.0226 -0.1300 0.081
H 2.30714 -0.15817 2.48894 0.2020 -0.0363 0.0675 0.125
```
Positions in Å, forces in eV/Å.

Properties
* gap between HOMO and LUMO: 0.333 Ha
* SMILES string: CNC(=O)[C@H](CS)NC(C)=O.O=C(O)[C@H]1NCC[C@H]1O
* total energy: -1370.437114 hartree

***

Entry from the OMol25 dataset: a molecular structure, C11H21N5O2OsSi2 (ωB97M-V/def2-TZVPD).

Structure (XYZ):
```
42
Properties=species:S:1:pos:R:3:forces:R:3:lowdin_charge:R:1
Os -0.92147 0.41652 -0.33526 0.2919 0.3353 0.4132 0.989
N -2.37346 1.38844 -1.46917 -0.3486 -0.1320 -0.1373 -0.035
N -3.34826 0.41826 -1.86699 0.0085 -0.1370 0.0363 0.053
C -3.23251 -0.86192 -1.42861 -0.0399 0.1119 0.0385 -0.355
N -4.10315 -1.77727 -1.78002 -0.0813 -0.0527 -0.0395 0.262
N -2.17506 -1.04967 -0.62000 0.2677 -0.0290 -0.0604 -0.048
N -1.77988 -2.30626 -0.10979 -0.0463 -0.0780 -0.0359 -0.386
O -2.46078 -3.27804 -0.30491 0.0847 0.0414 0.0632 0.147
O -0.74177 -2.21224 0.49647 -0.0364 -0.3411 0.0487 0.086
H -2.85776 2.12411 -0.94833 0.0674 0.0010 0.0080 0.145
H -1.99881 1.80526 -2.32389 0.0909 0.0319 0.0751 0.142
H -4.13370 0.72329 -2.42434 0.0184 0.0431 0.0097 0.181
H -4.87742 -1.58258 -2.39714 0.0193 0.0642 0.0030 0.156
H -3.98755 -2.72031 -1.42645 0.0149 0.0420 -0.0097 0.127
C -1.04065 0.73242 3.37714 0.0042 0.1466 0.0117 -0.170
Si -0.08736 1.09459 1.84395 -0.2248 0.0329 -0.1326 0.558
C 0.07957 2.87061 1.29041 -0.0029 0.0030 -0.0643 -0.175
C 1.42821 0.05879 1.56396 -0.0437 0.0268 -0.0088 -0.314
C 2.05734 -0.37879 2.73540 -0.0471 -0.1497 0.0811 -0.076
C 3.23509 -1.10427 2.68672 0.0378 -0.0293 -0.0629 -0.027
C 3.77900 -1.45030 1.45614 0.0383 -0.0139 0.1306 -0.024
C 3.14435 -1.07047 0.28599 -0.0767 -0.0772 -0.0942 -0.072
C 1.98226 -0.29615 0.30712 -0.0495 0.0719 -0.0922 -0.299
Si 1.22806 0.10212 -1.36879 0.0819 0.2196 -0.1228 0.509
C 1.26826 -1.33071 -2.54459 -0.0299 -0.0297 -0.0074 -0.183
C 1.80782 1.69627 -2.13994 0.0209 -0.0576 0.0007 -0.183
H -0.53407 1.14529 4.25315 0.0141 0.0222 0.0021 0.058
H -1.14100 -0.34289 3.52429 -0.0228 -0.0103 -0.0231 0.051
H -2.03063 1.18899 3.33453 -0.0107 -0.0276 0.0269 0.045
H 0.77948 3.36420 1.97482 0.0545 -0.0612 0.0175 0.068
H -0.86478 3.41256 1.33942 -0.0026 -0.0014 -0.0171 0.042
H 0.52942 2.99503 0.30066 -0.0802 -0.0018 -0.0556 0.013
H 1.63469 -0.14433 3.70581 -0.0045 0.0006 0.0014 0.107
H 3.72043 -1.40513 3.60509 0.0250 -0.0008 -0.0082 0.125
H 4.69524 -2.02325 1.40556 0.0086 0.0077 0.0311 0.126
H 3.57741 -1.37794 -0.65932 -0.0057 -0.0097 -0.0049 0.112
H 2.28179 -1.48446 -2.92349 0.0282 0.0453 -0.0018 0.053
H 0.63372 -1.14109 -3.41270 0.0075 -0.0280 -0.0094 0.039
H 0.95809 -2.25993 -2.06556 -0.0354 0.0041 0.0064 0.039
H 2.87217 1.60261 -2.37557 0.0126 -0.0350 -0.0182 0.057
H 1.71231 2.56048 -1.48471 -0.0148 0.0331 0.0023 0.017
H 1.28534 1.89816 -3.07707 0.0067 0.0184 -0.0008 0.040
```
Positions in Å, forces in eV/Å.

Properties
* gap between HOMO and LUMO: 0.285 Ha
* total charge: +2
* total energy: -1524.966897 hartree

***

Entry from the OMol25 dataset: a single C11H21N5O3 molecule (ωB97M-V/def2-TZVPD).

Structure (XYZ):
```
40
Properties=species:S:1:pos:R:3:forces:R:3:lowdin_charge:R:1
C -0.63063 1.83025 1.15028 1.0597 -0.3367 -1.0073 -0.269
C -1.10093 0.58320 0.35753 -0.8141 1.8735 0.8235 -0.429
C 0.66014 1.48852 1.96001 0.1742 -0.1694 0.0614 -0.126
C 0.41428 2.00522 3.42493 -0.7888 -0.5077 -1.1606 -0.147
C -0.80859 2.93468 3.20922 -0.1460 0.4272 0.8889 -0.206
C 0.78381 0.65611 -1.33125 0.1433 1.0860 0.8484 -0.273
C 0.63498 1.96836 -2.07828 -2.9176 1.8809 -1.5809 -0.482
C 1.39678 -0.38049 -2.24229 0.2339 -0.8391 0.2792 -0.121
C 1.85776 -1.66417 -1.51439 0.0282 -0.3798 -0.7199 -0.166
C 0.83799 -2.45852 -0.70883 -0.8903 -0.3021 0.0143 -0.205
C -1.54553 -3.30295 -1.01561 -1.4867 0.1716 1.7330 -0.512
H -2.34375 2.72370 1.76983 -1.1570 0.8311 -0.2883 0.107
H -0.37811 2.58606 0.34495 -0.2889 -0.2608 0.8359 0.154
H 1.50418 2.05773 1.48686 -0.3968 -0.9779 0.5394 0.113
H 0.77212 0.36441 1.96188 0.4915 1.2344 -0.0970 0.123
H 1.32610 2.42285 3.84106 -0.1781 0.4455 0.0352 0.098
H 0.12430 1.16585 4.06682 -0.0191 0.1546 -0.1769 0.106
H -1.42722 3.04973 4.11849 0.1757 -0.3915 -0.3423 0.112
H -0.49357 3.98018 3.01318 0.0841 -0.3741 -0.5051 0.110
H -0.91541 -0.61176 -1.11355 0.1866 -0.3350 -0.9168 0.121
H 1.36137 0.92117 -0.45243 1.0021 -0.1667 0.0912 0.133
H 2.26723 -0.05312 -2.83432 -0.3991 0.4013 0.3600 0.133
H 0.59427 -0.55787 -2.95442 0.0473 -0.4602 -0.2909 0.128
H 2.71602 -1.44179 -0.87344 -0.0432 0.0127 -0.0717 0.117
H 2.21649 -2.35666 -2.30699 0.0288 0.3915 0.3930 0.121
H 1.26230 -3.44236 -0.46167 0.1150 0.3128 0.2465 0.124
H 0.51991 -1.95369 0.21872 0.4238 -0.2063 -0.3228 0.105
H -0.21227 -2.95358 -2.47014 0.1626 -0.0249 0.1603 0.124
H -1.96308 -4.27219 -2.60616 -0.3508 0.0778 0.5907 0.032
H -2.85993 -3.26514 0.61498 1.2136 0.5443 -0.4611 0.108
H -1.51321 -2.12232 0.73485 -0.7885 -0.3559 -0.2090 0.043
H 2.39608 2.18003 -1.78634 1.1801 0.2434 0.1371 0.099
N -1.56941 2.25865 2.14992 1.7686 -0.5545 0.6244 -0.002
N -0.45148 0.21467 -0.77916 -0.9940 -0.5860 0.4197 0.125
N -0.37640 -2.65978 -1.51467 -0.9480 -0.4118 0.2034 -0.004
N -2.36068 -4.06610 -1.67264 1.5813 0.7063 -0.2502 0.078
N -1.89893 -2.98385 0.34828 0.7724 -0.7135 -1.7839 0.107
O -2.12924 0.03354 0.70681 0.2919 -0.6194 -0.2150 0.064
O -0.40963 2.40751 -2.52797 1.2806 -1.0801 0.7698 0.121
O 1.74192 2.71393 -2.23406 0.1618 -0.7413 0.3446 0.135
```
Positions in Å, forces in eV/Å.

Properties
* gap between HOMO and LUMO: 0.328 Ha
* SMILES string: [H]/N=C(/N)NCCC[C@H](NC(=O)[C@@H]1CCCN1)C(=O)O
* total energy: -931.259368 hartree

***

Computed values of HOMO (unit: eV) for the preceding records, in sequence: -11.462 -8.938 -9.473 -8.688 -15.158 -8.786.